Arrangement 1

One molecule with the formula C2H4N2O2. Source: the Open Molecules 2025 dataset; level of theory: ωB97M-V with the def2-TZVPD basis set.

Output
HOMO (spin up / spin down) = -10.05 / -10.05 eV
orbital gap (spin up / spin down) = 8.9672 / 8.9718 eV
2S+1 = 1
SMILES string = C/[N+]([O-])=N/C=O

Last columns: bonded neighbours and bond lengths (Å).
Cartesian coordinates (Å):
1 C -0.613 -1.498 -0.037  N2 1.445, H7 1.115, H8 1.139, H9 1.120
2 N 0.158 -0.306 0.240  C1 1.445, O3 1.218, N4 1.421
3 O 1.165 -0.256 0.924  N2 1.218
4 N -0.401 0.864 -0.340  N2 1.421, C5 1.460
5 C 0.536 1.982 -0.284  N4 1.460, O6 1.186, H10 1.125
6 O 0.069 3.063 -0.427  C5 1.186
7 H -1.576 -1.140 -0.469  C1 1.115
8 H 0.015 -2.328 -0.500  C1 1.139
9 H -0.922 -2.236 0.747  C1 1.120
10 H 1.567 1.854 0.146  C5 1.125

Arrangement 2

One molecule with the formula C2H4N2O2. Source: the Open Molecules 2025 dataset; level of theory: ωB97M-V with the def2-TZVPD basis set.

Output
HOMO = -9.74 eV
orbital gap = 9.7258 eV
2S+1 = 1
SMILES string = N/C(C=O)=N\O

Last columns: bonded neighbours and bond lengths (Å).
Cartesian coordinates (Å):
1 N 0.760 1.479 -0.070  C2 1.472, H7 1.051, H8 1.142
2 C -0.046 0.246 -0.078  N1 1.472, C3 1.541, N5 1.293
3 C -1.576 0.204 0.102  C2 1.541, O4 1.178, H9 1.274
4 O -2.292 -0.717 -0.061  C3 1.178
5 N 0.748 -0.768 0.030  C2 1.293, O6 1.267
6 O 2.007 -0.910 -0.008  N5 1.267, H10 1.009
7 H 0.887 1.762 0.934  N1 1.051
8 H 0.232 2.100 -0.869  N1 1.142
9 H -1.847 1.399 0.450  C3 1.274
10 H 2.181 0.069 0.167  O6 1.009

Arrangement 3

One molecule with the formula C2H4N2O2. Source: the Open Molecules 2025 dataset; level of theory: ωB97M-V with the def2-TZVPD basis set.

Output
HOMO = -8.87 eV
orbital gap = 9.1609 eV
2S+1 = 1
SMILES string = [H]/N=N/C(=O)CO

Last columns: bonded neighbours and bond lengths (Å).
Cartesian coordinates (Å):
1 H -1.787 0.976 -2.605  N2 1.030
2 N -1.120 0.974 -1.820  H1 1.030, N3 1.201
3 N -0.970 -0.061 -1.230  N2 1.201, C4 1.712
4 C -0.015 0.310 0.141  N3 1.712, O5 1.162, C6 1.471
5 O 0.038 1.421 0.478  C4 1.162
6 C 0.625 -0.883 0.715  C4 1.471, O7 1.382, H8 1.199, H9 1.118
7 O 1.220 -0.408 1.869  C6 1.382, H10 0.943
8 H 1.316 -1.046 -0.251  C6 1.199
9 H -0.116 -1.719 0.762  C6 1.118
10 H 0.808 0.436 1.941  O7 0.943

Arrangement 4

One molecule with the formula C2H4N2O2. Source: the Open Molecules 2025 dataset; level of theory: ωB97M-V with the def2-TZVPD basis set.

Output
HOMO = -9.49 eV
orbital gap = 10.1592 eV
2S+1 = 1
SMILES string = O=CNN1CO1

Last columns: bonded neighbours and bond lengths (Å).
Cartesian coordinates (Å):
1 O 1.913 -0.703 0.541  C2 1.193
2 C 1.590 0.245 -0.108  O1 1.193, N3 1.395, H7 1.142
3 N 0.409 0.987 -0.083  C2 1.395, N4 1.380, H8 1.012
4 N -0.627 0.609 0.746  N3 1.380, C5 1.741, O6 1.400
5 C -1.382 -0.862 0.199  N4 1.741, O6 1.358, H9 0.981, H10 1.088
6 O -1.801 0.416 0.009  N4 1.400, C5 1.358
7 H 2.336 0.800 -0.770  C2 1.142
8 H 0.193 1.284 -1.026  N3 1.012
9 H -0.918 -1.305 -0.543  C5 0.981
10 H -1.715 -1.471 1.036  C5 1.088

It is arrangement 4 that is the least stable of them.

Arrangement 1

A 2-piece molecular cluster, C2H4N2O2 overall. Source: the Open Molecules 2025 dataset; level of theory: ωB97M-V with the def2-TZVPD basis set.

Output
HOMO = -9.98 eV
orbital gap = 10.1713 eV
2S+1 = 1
SMILES string = [H]/N=C\O.N=C=O

Last columns: bonded neighbours and bond lengths (Å).
Cartesian coordinates (Å):
1 H 1.300 0.740 0.028  N2 1.026
2 N 1.776 -0.148 0.223  H1 1.026, C3 1.273
3 C 1.260 -1.154 -0.362  N2 1.273, O4 1.342, H5 1.089
4 O 0.116 -1.252 -1.054  C3 1.342, H6 0.973
5 H 1.725 -2.138 -0.342  C3 1.089
6 H -0.397 -0.477 -0.767  O4 0.973
7 N -1.136 0.821 -0.151  C8 1.227, H10 1.008
8 C -1.333 1.047 1.038  N7 1.227, O9 1.159
9 O -1.541 1.263 2.158  C8 1.159
10 H -1.771 1.298 -0.771  N7 1.008

Arrangement 2

A 2-piece molecular cluster, C2H4N2O2 overall. Source: the Open Molecules 2025 dataset; level of theory: ωB97M-V with the def2-TZVPD basis set.

Output
HOMO (spin up / spin down) = -9.24 / -8.74 eV
orbital gap (spin up / spin down) = 7.7250 / 8.1764 eV
2S+1 = 1

Last columns: bonded neighbours and bond lengths (Å).
Cartesian coordinates (Å):
1 C -1.140 -1.115 -0.350  H7 0.975, H8 1.071, H9 0.941
2 C 0.342 0.861 0.159  N3 1.236, N4 1.388
3 N -0.246 1.891 0.505  C2 1.236, H10 1.046
4 N 1.275 -0.165 0.119  C2 1.388, O5 1.273, O6 1.259
5 O 1.652 -0.407 -1.073  N4 1.273
6 O 1.640 -0.695 1.202  N4 1.259
7 H -0.530 -0.501 -0.798  C1 0.975
8 H -2.183 -0.908 -0.218  C1 1.071
9 H -0.871 -1.813 0.220  C1 0.941
10 H 0.061 2.853 0.235  N3 1.046

It is arrangement 2 that is the least stable of them.

Arrangement 1

A 2-piece molecular cluster, C4H9NO2 overall. Source: the Open Molecules 2025 dataset; level of theory: ωB97M-V with the def2-TZVPD basis set.

Output
HOMO (spin up / spin down) = -14.70 / -14.25 eV
orbital gap (spin up / spin down) = 7.2611 / 6.7471 eV
total charge = +1
2S+1 = 2

Last columns: bonded neighbours and bond lengths (Å).
Cartesian coordinates (Å):
1 O -2.993 -0.058 -0.034  C2 1.178
2 C -2.149 0.343 0.682  O1 1.178, C3 1.709, C4 1.606, H8 1.099
3 C -0.629 -0.434 0.595  C2 1.709, C4 1.500, N7 1.379, H9 1.087
4 C -0.833 0.907 -0.047  C2 1.606, C3 1.500, H10 1.085, H11 1.082
5 C 2.659 0.386 -0.717  O6 1.356, H12 1.100, H13 1.118, H14 1.100
6 O 1.842 0.657 0.330  C5 1.356
7 N -0.793 -1.569 -0.169  C3 1.379, H15 1.014, H16 1.018
8 H -2.365 0.560 1.738  C2 1.099
9 H 0.057 -0.353 1.435  C3 1.087
10 H -0.529 1.801 0.488  C4 1.085
11 H -0.641 0.910 -1.111  C4 1.082
12 H 2.721 -0.691 -0.927  C5 1.100
13 H 2.220 0.854 -1.633  C5 1.118
14 H 3.681 0.787 -0.653  C5 1.100
15 H -1.788 -1.710 -0.308  N7 1.014
16 H -0.461 -2.391 0.333  N7 1.018

Arrangement 2

An isolated ion of composition C4H9NO2 and charge +1. Source: the Open Molecules 2025 dataset; level of theory: ωB97M-V with the def2-TZVPD basis set.

Output
HOMO (spin up / spin down) = -16.03 / -15.83 eV
orbital gap (spin up / spin down) = 11.2049 / 6.9845 eV
total charge = +1
2S+1 = 2

Last columns: bonded neighbours and bond lengths (Å).
Cartesian coordinates (Å):
1 C -1.951 0.101 -1.374  C2 1.560, H8 1.021, H9 1.031, H10 1.141
2 C -1.214 0.039 -0.001  C1 1.560, N3 1.454, H11 1.054, H12 1.149
3 N 0.057 -0.656 -0.130  C2 1.454, C4 1.511, H13 0.959
4 C 0.943 -0.684 1.093  N3 1.511, C5 1.452, H14 1.127, H15 1.087
5 C 1.655 0.567 0.903  C4 1.452, O6 1.411, O7 1.280
6 O 2.488 0.731 -0.224  C5 1.411, H16 1.009
7 O 1.639 1.318 1.939  C5 1.280
8 H -1.868 -0.805 -1.839  C1 1.021
9 H -2.936 0.315 -1.155  C1 1.031
10 H -1.459 0.856 -2.075  C1 1.141
11 H -1.210 1.067 0.234  C2 1.054
12 H -2.032 -0.505 0.594  C2 1.149
13 H 0.643 -0.207 -0.741  N3 0.959
14 H 1.482 -1.654 0.892  C4 1.127
15 H 0.385 -0.743 2.025  C4 1.087
16 H 3.377 0.261 -0.141  O6 1.009

Arrangement 3

An isolated ion of composition C4H9NO2 and charge +1. Source: the Open Molecules 2025 dataset; level of theory: ωB97M-V with the def2-TZVPD basis set.

Output
HOMO (spin up / spin down) = -15.64 / -14.97 eV
orbital gap (spin up / spin down) = 11.7267 / 5.4393 eV
total charge = +1
2S+1 = 2

Last columns: bonded neighbours and bond lengths (Å).
Cartesian coordinates (Å):
1 C -1.236 -1.939 0.001  N2 1.410, O7 1.218, H8 1.133
2 N -0.234 -1.102 -0.532  C1 1.410, C4 1.492, H9 1.056
3 C 1.118 0.680 -1.384  C4 1.562, H10 1.066, H11 1.076, H12 1.142
4 C -0.066 0.376 -0.413  N2 1.492, C3 1.562, C5 1.500, H13 1.113
5 C 0.260 0.769 0.998  C4 1.500, O6 1.440, H14 1.100, H15 1.131
6 O -0.636 1.757 1.542  C5 1.440, H16 0.989
7 O -2.179 -1.673 0.723  C1 1.218
8 H -1.217 -3.009 -0.368  C1 1.133
9 H 0.698 -1.590 -0.617  N2 1.056
10 H 0.669 0.380 -2.303  C3 1.066
11 H 1.086 1.748 -1.256  C3 1.076
12 H 2.046 0.123 -1.019  C3 1.142
13 H -1.007 0.846 -0.776  C4 1.113
14 H 1.299 1.105 1.130  C5 1.100
15 H 0.132 -0.054 1.763  C5 1.131
16 H -0.733 1.581 2.510  O6 0.989

It is arrangement 1 that is the least stable of them.

Arrangement 1

An isolated ion of composition C4H9NO2 and charge +1. Source: the Open Molecules 2025 dataset; level of theory: ωB97M-V with the def2-TZVPD basis set.

Output
HOMO (spin up / spin down) = -15.74 / -15.73 eV
orbital gap (spin up / spin down) = 11.0588 / 6.4455 eV
total charge = +1
2S+1 = 2

Last columns: bonded neighbours and bond lengths (Å).
Cartesian coordinates (Å):
1 C -0.076 -0.373 -0.352  N2 1.466, C6 1.489, H8 1.076, H9 1.104
2 N 0.219 -0.975 0.952  C1 1.466, C3 1.368, H10 1.000
3 C 1.349 -1.551 1.464  N2 1.368, O4 1.359, O5 1.286
4 O 2.098 -2.470 0.800  C3 1.359, H11 0.944
5 O 1.586 -1.408 2.720  C3 1.286
6 C -0.348 1.085 -0.216  C1 1.489, C7 1.570, H12 1.133, H13 0.973
7 C -1.503 1.503 -1.195  C6 1.570, H14 1.037, H15 1.174, H16 1.132
8 H 0.787 -0.310 -0.990  C1 1.076
9 H -0.712 -1.116 -0.864  C1 1.104
10 H -0.370 -0.508 1.612  N2 1.000
11 H 2.709 -2.071 0.201  O4 0.944
12 H 0.408 1.885 -0.484  C6 1.133
13 H -0.682 1.245 0.684  C6 0.973
14 H -2.085 0.820 -1.712  C7 1.037
15 H -2.322 2.101 -0.603  C7 1.174
16 H -1.059 2.143 -2.017  C7 1.132

Arrangement 2

An isolated ion of composition C4H9NO2 and charge +1. Source: the Open Molecules 2025 dataset; level of theory: ωB97M-V with the def2-TZVPD basis set.

Output
HOMO (spin up / spin down) = -15.25 / -15.24 eV
orbital gap (spin up / spin down) = 12.2388 / 7.1705 eV
total charge = +1
2S+1 = 2

Last columns: bonded neighbours and bond lengths (Å).
Cartesian coordinates (Å):
1 C 0.207 1.853 1.189  N2 1.446, H8 1.094, H9 1.097, H10 1.092
2 N 0.414 0.450 0.905  C1 1.446, C3 1.457, C4 1.454
3 C 1.385 -0.175 1.794  N2 1.457, H11 1.086, H12 1.093, H13 1.102
4 C 0.594 0.119 -0.500  N2 1.454, C5 1.523, H14 1.096, H15 1.088
5 C -0.635 -0.628 -1.000  C4 1.523, O6 1.318, O7 1.193
6 O -0.805 -0.595 -2.306  C5 1.318, H16 0.962
7 O -1.357 -1.208 -0.247  C5 1.193
8 H 1.071 2.501 1.020  C1 1.094
9 H 0.008 2.065 2.247  C1 1.097
10 H -0.723 2.182 0.723  C1 1.092
11 H 1.090 -0.184 2.839  C3 1.086
12 H 1.513 -1.200 1.434  C3 1.093
13 H 2.412 0.220 1.738  C3 1.102
14 H 1.376 -0.640 -0.621  C4 1.096
15 H 0.892 0.987 -1.084  C4 1.088
16 H -1.714 -0.845 -2.498  O6 0.962

It is arrangement 1 that is the least stable of them.

Arrangement 1

A 4-piece molecular cluster, H8O4 overall. Source: the Open Molecules 2025 dataset; level of theory: ωB97M-V with the def2-TZVPD basis set.

Output
HOMO = -10.52 eV
orbital gap = 10.7055 eV
2S+1 = 1
SMILES string = O.O.O.O

Last columns: bonded neighbours and bond lengths (Å).
Cartesian coordinates (Å):
1 O 2.693 1.419 -1.066  H2 0.961, H3 0.969
2 H 3.422 0.877 -0.754  O1 0.961
3 H 2.068 1.429 -0.326  O1 0.969
4 O 0.645 0.698 0.844  H5 0.961, H6 0.972
5 H -0.020 0.748 1.536  O4 0.961
6 H 0.166 0.395 0.054  O4 0.972
7 O -0.224 -0.616 -1.542  H8 0.964, H9 0.963
8 H -0.958 -1.072 -1.114  O7 0.964
9 H -0.594 -0.214 -2.335  O7 0.963
10 O -2.039 -1.153 1.705  H11 0.963, H12 0.962
11 H -2.770 -0.530 1.638  O10 0.963
12 H -2.389 -1.981 1.361  O10 0.962

Arrangement 2

A 4-piece molecular cluster, H8O4 overall. Source: the Open Molecules 2025 dataset; level of theory: ωB97M-V with the def2-TZVPD basis set.

Output
HOMO = -10.75 eV
orbital gap = 11.0527 eV
2S+1 = 1
SMILES string = O.O.O.O

Last columns: bonded neighbours and bond lengths (Å).
Cartesian coordinates (Å):
1 O -2.039 0.702 0.018  H2 0.971, H3 0.976
2 H -2.492 -0.116 -0.245  O1 0.971
3 H -1.619 1.099 -0.769  O1 0.976
4 O 0.299 0.219 1.073  H5 0.957, H6 0.982
5 H 0.294 -0.217 1.925  O4 0.957
6 H -0.664 0.361 0.943  O4 0.982
7 O -0.530 -1.674 -0.886  H8 0.988, H9 0.972
8 H -0.700 -1.316 -1.791  O7 0.988
9 H 0.035 -1.032 -0.424  O7 0.972
10 O 2.671 0.980 0.058  H11 0.971, H12 0.948
11 H 1.785 0.833 0.428  O10 0.971
12 H 2.964 0.166 -0.329  O10 0.948

It is arrangement 1 that is the least stable of them.

Arrangement 1

A 4-piece molecular cluster, H8O4 overall. Source: the Open Molecules 2025 dataset; level of theory: ωB97M-V with the def2-TZVPD basis set.

Output
HOMO = -11.00 eV
orbital gap = 11.4098 eV
2S+1 = 1
SMILES string = O.O.O.O

Last columns: bonded neighbours and bond lengths (Å).
Cartesian coordinates (Å):
1 O 6.312 7.845 2.406  H2 0.957, H3 0.957
2 H 6.213 6.905 2.255  O1 0.957
3 H 6.074 8.248 1.571  O1 0.957
4 O 3.065 4.409 3.536  H5 0.957, H6 0.957
5 H 2.693 5.102 2.992  O4 0.957
6 H 2.797 4.633 4.427  O4 0.957
7 O 5.721 5.043 2.928  H8 0.957, H9 0.957
8 H 4.797 4.796 2.899  O7 0.957
9 H 6.002 4.815 3.814  O7 0.957
10 O 7.881 3.038 2.367  H11 0.957, H12 0.957
11 H 8.078 2.749 1.476  O10 0.957
12 H 7.389 3.850 2.253  O10 0.957

Arrangement 2

A 4-piece molecular cluster, H8O4 overall. Source: the Open Molecules 2025 dataset; level of theory: ωB97M-V with the def2-TZVPD basis set.

Output
HOMO = -10.53 eV
orbital gap = 10.4326 eV
2S+1 = 1
SMILES string = O.O.O.O

Last columns: bonded neighbours and bond lengths (Å).
Cartesian coordinates (Å):
1 O -0.404 0.383 1.437  H2 0.959, H3 0.991
2 H -0.802 1.189 1.770  O1 0.959
3 H -0.451 0.434 0.448  O1 0.991
4 O -1.517 -1.733 -1.330  H5 0.956, H6 0.949
5 H -1.522 -0.791 -1.169  O4 0.956
6 H -0.960 -1.824 -2.093  O4 0.949
7 O -0.443 0.753 -1.342  H8 0.954, H9 0.974
8 H -0.018 1.606 -1.389  O7 0.954
9 H 0.034 0.159 -1.950  O7 0.974
10 O 2.093 -0.243 2.172  H11 0.963, H12 0.947
11 H 2.771 0.122 1.594  O10 0.963
12 H 1.220 -0.054 1.854  O10 0.947

It is arrangement 2 that is the least stable of them.

Arrangement 1

A 4-piece molecular cluster, H8O4 overall. Source: the Open Molecules 2025 dataset; level of theory: ωB97M-V with the def2-TZVPD basis set.

Output
HOMO = -11.28 eV
orbital gap = 11.1730 eV
2S+1 = 1
SMILES string = O.O.O.O

Last columns: bonded neighbours and bond lengths (Å).
Cartesian coordinates (Å):
1 O -2.146 0.227 1.328  H2 0.964, H3 0.964
2 H -2.675 -0.300 1.938  O1 0.964
3 H -1.338 -0.287 1.214  O1 0.964
4 O 1.187 -3.037 -0.183  H5 0.964, H6 0.964
5 H 0.376 -3.504 -0.416  O4 0.964
6 H 0.912 -2.117 -0.098  O4 0.964
7 O 0.715 2.997 -1.358  H8 0.964, H9 0.964
8 H 0.100 2.303 -1.620  O7 0.964
9 H 1.572 2.556 -1.338  O7 0.964
10 O 0.606 0.723 0.293  H11 0.964, H12 0.964
11 H 0.794 -0.174 0.591  O10 0.964
12 H -0.102 0.613 -0.351  O10 0.964

Arrangement 2

A 4-piece molecular cluster, H8O4 overall. Source: the Open Molecules 2025 dataset; level of theory: ωB97M-V with the def2-TZVPD basis set.

Output
HOMO = -11.26 eV
orbital gap = 11.2223 eV
2S+1 = 1
SMILES string = O.O.O.O

Last columns: bonded neighbours and bond lengths (Å).
Cartesian coordinates (Å):
1 O -0.061 -1.065 1.554  H2 0.946, H3 0.948
2 H 0.547 -0.637 2.139  O1 0.946
3 H -0.573 -0.418 1.087  O1 0.948
4 O -1.355 0.698 -0.419  H5 0.983, H6 0.937
5 H -0.840 0.752 -1.254  O4 0.983
6 H -1.980 1.391 -0.503  O4 0.937
7 O 1.562 1.897 0.544  H8 0.989, H9 0.975
8 H 1.444 1.252 -0.197  O7 0.989
9 H 0.790 2.479 0.421  O7 0.975
10 O 0.061 -2.369 -1.409  H11 1.010, H12 0.943
11 H 0.620 -1.529 -1.452  O10 1.010
12 H -0.218 -2.454 -0.513  O10 0.943

It is arrangement 1 that is the least stable of them.